Formula: C30H24Cl5CoF3S3Sb
Source: the Open Molecules 2025 dataset
Level of theory: ωB97M-V/def2-TZVPD

The calculation puts the largest force on an atom at 1.07 eV/Å. The orbital gap (spin up / spin down) comes out at 6.9 / 8.1 eV. The total energy comes out at -178928.249 eV. The value obtained for the relative energy (zero: lowest compared OMol25 entry of this formula, charge and spin) is 1.352 eV.

```
! RIJCOSX wB97M-V def2-TZVPD def2/J DEFGRID3
* xyz 1 2
Co -1.413 -0.047 1.673
C -0.669 1.679 4.377
C -1.987 0.972 4.675
S -3.080 0.753 3.251
C -3.370 2.462 2.736
C -3.204 2.653 1.234
S -1.650 2.049 0.551
C -0.432 3.106 1.403
C 0.731 2.336 2.019
S 0.251 0.909 3.012
H -0.039 1.652 5.267
H -0.826 2.728 4.131
H -2.523 1.509 5.458
H -1.820 -0.040 5.045
H -2.707 3.118 3.297
H -4.390 2.728 3.015
H -3.336 3.703 0.971
H -3.962 2.090 0.686
H -0.967 3.688 2.153
H -0.035 3.813 0.674
H 1.343 3.004 2.626
H 1.384 1.922 1.251
Cl -1.496 -2.186 3.119
C -2.290 -2.536 1.551
C -2.261 -1.478 0.677
C -2.812 -1.723 -0.569
Cl -2.696 -0.498 -1.804
C -3.370 -2.959 -0.900
Cl -4.012 -3.232 -2.464
C -3.393 -3.991 0.047
Cl -4.078 -5.512 -0.338
C -2.832 -3.786 1.307
Cl -2.800 -5.012 2.499
F 6.186 1.539 1.267
C 5.002 1.140 0.777
C 4.351 1.949 -0.131
C 3.126 1.527 -0.633
C 2.555 0.317 -0.235
C 3.252 -0.463 0.690
C 4.479 -0.066 1.201
Sb 0.587 -0.258 -0.820
C 0.926 -2.212 -1.519
C 1.106 -3.218 -0.566
C 1.307 -4.537 -0.943
C 1.306 -4.834 -2.291
F 1.496 -6.107 -2.668
C 1.103 -3.877 -3.265
C 0.910 -2.562 -2.868
C 0.605 0.852 -2.612
C -0.409 1.753 -2.936
C -0.365 2.502 -4.105
C 0.715 2.331 -4.947
F 0.771 3.047 -6.078
C 1.743 1.450 -4.668
C 1.680 0.716 -3.496
H 4.805 2.881 -0.441
H 2.620 2.162 -1.351
H 2.847 -1.410 1.030
H 5.030 -0.671 1.908
H 1.074 -2.990 0.495
H 1.452 -5.327 -0.219
H 1.094 -4.168 -4.306
H 0.735 -1.810 -3.627
H -1.258 1.882 -2.278
H -1.145 3.202 -4.369
H 2.567 1.350 -5.361
H 2.492 0.035 -3.269
*
```



Formula: C5H9NO
Source: the Open Molecules 2025 dataset
Level of theory: ωB97M-V/def2-TZVPD

The calculation puts the largest force on an atom at 2.76 eV/Å. The orbital gap comes out at 7.6 eV. The total energy comes out at -8861.585 eV. The value obtained for the relative energy (zero: lowest compared OMol25 entry of this formula, charge and spin) is 7.628 eV.

```
! RIJCOSX wB97M-V def2-TZVPD def2/J DEFGRID3
* xyz 0 1
C 2.168 0.838 0.583
C 1.008 0.489 -0.224
N -0.393 -1.785 1.152
C 0.190 0.613 -1.209
C -1.153 -0.219 -0.890
C -2.359 0.395 -0.747
O -0.305 -0.439 0.704
H -0.551 -1.727 2.154
H 0.517 -2.211 0.995
H 0.267 1.159 -2.137
H -1.128 -1.173 -1.412
H 2.861 1.468 0.012
H 1.875 1.381 1.486
H 2.711 -0.063 0.885
H -3.254 -0.039 -1.174
H -2.456 1.312 -0.180
*
```



Formula: C37H43BF4N5O5Si2V
Source: the Open Molecules 2025 dataset
Level of theory: ωB97M-V/def2-TZVPD

The calculation puts the largest force on an atom at 0.97 eV/Å. The orbital gap (spin up / spin down) comes out at 6.0 / 5.4 eV. The total energy comes out at -109754.016 eV. The value obtained for the relative energy (zero: lowest compared OMol25 entry of this formula, charge and spin) is 0.672 eV.

```
! RIJCOSX wB97M-V def2-TZVPD def2/J DEFGRID3
* xyz -2 3
V 0.459 0.423 -0.087
C -0.438 2.565 6.293
O -1.800 2.138 6.358
C -1.954 0.766 6.286
C -2.373 0.078 7.411
C -2.534 -1.300 7.364
C -2.277 -1.977 6.178
C -1.892 -1.291 5.037
C -1.729 0.093 5.080
N -1.401 0.862 3.953
C -0.695 0.423 2.835
N 0.298 -0.436 3.139
C 0.985 -1.368 2.320
C 1.106 -1.239 0.950
C 1.668 -2.339 0.279
C 2.125 -3.461 0.937
C 2.054 -3.530 2.329
C 1.474 -2.485 3.013
O 1.310 -2.460 4.387
C 1.338 -3.704 5.046
N -0.978 0.846 1.640
C -1.937 1.900 1.530
C -1.546 3.154 2.017
C -2.310 4.299 1.882
C -3.543 4.202 1.248
C -3.971 2.974 0.788
C -3.199 1.809 0.912
O -3.798 0.719 0.403
C -3.327 -0.602 0.706
H -0.443 3.638 6.474
H 0.008 2.357 5.319
H 0.148 2.064 7.069
H -2.555 0.643 8.317
H -2.863 -1.838 8.244
H -2.394 -3.052 6.121
H -1.755 -1.831 4.107
H -1.869 1.750 3.867
H 0.410 -0.619 4.122
H 1.717 -2.315 -0.804
H 2.529 -4.298 0.380
H 2.411 -4.406 2.854
H 2.356 -4.104 5.106
H 0.695 -4.425 4.533
H 0.962 -3.531 6.053
H -0.574 3.215 2.490
H -1.937 5.246 2.252
H -4.172 5.075 1.121
H -4.933 2.863 0.304
H -4.013 -1.279 0.205
H -3.356 -0.782 1.783
H -2.328 -0.769 0.333
C -2.411 0.521 -2.614
Si -0.740 -0.279 -2.210
C -1.027 -2.115 -2.585
C 0.383 0.195 -3.700
C -0.100 0.173 -5.017
C 0.720 0.432 -6.105
C 2.067 0.714 -5.896
C 2.561 0.738 -4.601
C 1.743 0.490 -3.489
Si 2.405 0.557 -1.689
C 3.311 2.249 -1.706
C 3.859 -0.677 -1.741
H -2.715 0.284 -3.640
H -2.358 1.605 -2.505
H -3.188 0.153 -1.942
H -1.416 -2.219 -3.605
H -1.730 -2.569 -1.883
H -0.096 -2.683 -2.514
H -1.146 -0.058 -5.199
H 0.316 0.410 -7.113
H 2.722 0.911 -6.740
H 3.615 0.957 -4.448
H 4.166 2.243 -2.391
H 3.672 2.525 -0.711
H 2.624 3.034 -2.039
H 4.701 -0.265 -2.310
H 3.553 -1.612 -2.218
H 4.208 -0.927 -0.735
C -0.079 5.388 -1.502
N 0.518 4.583 -0.454
C 1.226 5.119 0.580
C 1.811 4.353 1.508
C 1.711 2.889 1.401
O 2.265 2.135 2.196
N 0.946 2.409 0.368
C 0.336 3.205 -0.537
O -0.353 2.729 -1.439
H 0.211 6.427 -1.345
H -1.166 5.299 -1.483
H 0.267 5.051 -2.478
H 1.272 6.202 0.600
H 2.356 4.776 2.338
F -1.766 -3.405 2.875
B -1.828 -3.769 1.485
F -1.450 -2.649 0.724
F -0.978 -4.851 1.260
F -3.156 -4.121 1.179
*
```



Which formula does entry 2 have? C5H9NO



The lowest total energy belongs to which entry? C30H24Cl5CoF3S3Sb